one.
Entry from the Open Molecules 2025 dataset: a cluster of 4 separate species, C2H12O3S2 in total (ωB97M-V/def2-TZVPD).

Positions of all 19 atoms, in Å:
C -1.268 1.314 -1.571
C -1.379 0.805 -0.117
S 0.188 0.981 0.752
S -0.332 -0.358 2.355
H -0.388 1.937 -1.599
H -1.121 0.469 -2.227
H -2.068 1.976 -1.913
H -2.047 1.497 0.368
H -1.907 -0.154 -0.018
H 0.898 -0.115 2.836
H 3.943 -2.607 -3.656
H 3.205 -1.364 -4.144
O 3.628 -2.170 -4.436
H -5.147 -1.092 1.184
H -6.625 -1.555 1.311
O -6.041 -0.798 1.375
H 5.699 1.125 3.361
H 5.028 -0.199 3.274
O 5.736 0.309 2.866



two.
Entry from the Open Molecules 2025 dataset: a cluster of 4 separate species, C2H12O3S2 in total (ωB97M-V/def2-TZVPD).

Positions of all 19 atoms, in Å:
C 0.412 0.996 -2.280
S -0.387 -0.056 -1.023
S 1.268 -1.019 -0.219
C 1.015 -2.638 -0.954
H 0.537 2.003 -1.920
H 1.370 0.672 -2.646
H -0.300 1.015 -3.099
H 1.455 -3.489 -0.425
H -0.081 -2.736 -1.052
H 1.373 -2.853 -1.955
H 0.371 0.709 4.300
H -0.005 0.838 5.851
O -0.297 0.645 4.973
H 1.099 1.771 2.065
H 1.406 0.318 1.593
O 1.642 0.996 2.253
H -3.753 1.335 -1.349
H -4.919 1.805 -2.203
O -4.006 1.540 -2.249



Relative to the most stable one, in kJ/mol, the structures come out at one 46.2; two 0.0.



one.
Entry from the Open Molecules 2025 dataset: a cluster of 2 separate species, C4H15N2O in total (ωB97M-V/def2-TZVPD).

Positions of all 22 atoms, in Å:
C -0.541 -1.071 -0.968
N -1.864 -0.490 -0.933
C 0.553 0.050 -0.819
N 0.458 0.543 0.602
C 1.199 1.807 1.004
C 1.978 -0.474 -1.069
H -0.373 -1.614 -1.904
H -0.517 -1.726 -0.096
H -2.230 -0.114 -1.817
H -2.546 -1.055 -0.420
H 0.362 0.752 -1.598
H 0.778 -0.194 1.234
H -0.520 0.720 0.834
H 1.160 2.483 0.163
H 2.196 1.571 1.366
H 0.745 2.213 1.891
H 2.003 -1.196 -1.884
H 2.415 -0.899 -0.164
H 2.563 0.387 -1.368
H -3.233 -0.273 1.653
H -2.296 -1.118 2.409
O -2.290 -0.301 1.886

Net charge ... +2
Multiplicity ... 2



two.
Entry from the Open Molecules 2025 dataset: a cluster of 2 separate species, C4H15N2O in total (ωB97M-V/def2-TZVPD).

Positions of all 22 atoms, in Å:
C 2.175 -0.259 0.385
N 2.205 -1.035 -0.784
C 0.768 0.054 0.968
N -0.369 -0.483 0.185
C -0.844 0.766 -0.581
C -1.531 0.455 -1.806
H 2.832 -0.572 1.120
H 2.632 0.740 0.233
H 2.996 -1.749 -0.928
H 2.258 -0.421 -1.722
H 0.682 -0.201 2.024
H 0.713 1.037 1.405
H -0.041 -1.220 -0.482
H -1.070 -0.877 0.860
H 0.083 1.402 -0.677
H -1.456 1.505 0.128
H -1.344 -0.463 -2.167
H -2.603 0.580 -2.005
H -1.381 1.115 -2.821
H -1.951 0.588 2.130
H -2.539 -0.674 2.653
O -2.213 -0.286 1.880

Net charge ... +2
Multiplicity ... 2



three.
Entry from the Open Molecules 2025 dataset: a cluster of 2 separate species, C4H15N2O in total (ωB97M-V/def2-TZVPD).

Positions of all 22 atoms, in Å:
C -1.772 1.491 1.713
C -1.211 0.401 0.826
C -0.907 1.029 -0.598
C 0.121 0.316 -1.494
N 1.406 0.559 -1.000
N -0.077 -0.381 1.470
H -1.688 1.269 2.782
H -2.859 1.449 1.589
H -1.419 2.490 1.489
H -1.968 -0.299 0.632
H -1.896 0.980 -1.027
H -0.677 2.089 -0.508
H 0.085 0.504 -2.583
H -0.174 -0.742 -1.372
H 1.738 1.504 -0.766
H 2.213 0.123 -1.469
H 0.835 -0.097 1.119
H -0.149 -1.390 1.279
H -0.100 -0.365 2.495
H 2.028 -3.722 -1.197
H 2.620 -2.353 -1.251
O 1.819 -2.803 -0.953

Net charge ... +2
Multiplicity ... 2



Relative to the most stable one, in kJ/mol, the structures come out at one 0.0; two 296.0; three 28.0.



one.
Entry from the Open Molecules 2025 dataset: the ion C4H3N2 with charge +1 (ωB97M-V/def2-TZVPD).

Positions of all 9 atoms, in Å:
C -2.413 0.835 -0.939
C -0.987 -0.963 -0.587
C -0.313 -0.511 0.523
C 1.645 0.713 0.626
N -1.874 -0.165 -0.938
N 0.744 -0.104 0.846
H -0.756 -1.937 -0.992
H 2.638 0.380 0.760
H 1.315 1.753 0.701

Net charge ... +1



two.
Entry from the Open Molecules 2025 dataset: a structure of composition C4H3N2 (ωB97M-V/def2-TZVPD).

Positions of all 9 atoms, in Å:
C -1.364 0.006 -0.793
C -0.700 -1.227 -0.528
C 0.041 0.912 0.305
C 1.103 0.822 0.953
N -1.780 -1.201 -1.314
N -0.977 1.217 -0.440
H 0.286 -1.695 -0.364
H 1.362 -0.048 1.622
H 2.029 1.215 0.560

Net charge ... +1



Relative to the most stable one, in kJ/mol, the structures come out at one 0.0; two 96.1.